<P>
Below is a single C5H6O3 molecule, with properties calculated with the ωB97M-V functional and the def2-TZVPD basis.

Cartesian coordinates (Å):
O1 0.623 2.223 -0.234
O2 2.689 0.390 0.973
O3 1.765 -1.132 -0.453
C1 1.854 0.085 0.072
C2 0.536 1.069 -0.376
C3 -1.609 -0.361 0.019
C4 -1.575 0.072 1.272
C5 -0.573 0.246 -0.989
H1 -1.283 0.523 -1.977
H2 -2.421 -1.012 -0.342
H3 -0.571 0.592 1.668
H4 -2.261 -0.390 2.079
H5 2.711 -1.646 -0.279
H6 0.114 -0.660 -1.432

## Properties
SMILES: C=CCC(=O)C(=O)O
Gap between HOMO and LUMO: 0.3705 Ha
HOMO: -10.07 eV
LUMO: 0.0 eV
Multiplicity: 1

<Q>
Below is a single C5H6O3 molecule, with properties calculated with the ωB97M-V functional and the def2-TZVPD basis.

Cartesian coordinates (Å):
O1 -1.707 -0.185 0.610
O2 0.590 -0.109 0.433
O3 -0.462 0.132 -1.435
C1 1.783 0.872 -2.274
C2 -1.557 -0.574 1.972
C3 -0.459 -0.083 -0.015
C4 0.480 0.581 -2.350
C5 -0.416 -0.880 2.772
H1 2.293 1.509 -3.120
H2 0.388 -0.707 2.067
H3 -0.541 -1.094 3.840
H4 -2.557 -0.981 2.190
H5 2.390 0.519 -1.475
H6 -0.224 1.000 -3.218

## Properties
SMILES: C=COC(=O)OC=C
Gap between HOMO and LUMO: 0.3820 Ha
HOMO: -9.49 eV
LUMO: 0.9 eV
Multiplicity: 1

Short version: <P> is the most stable of them.

<P>
Below is a single C5H6O3 molecule, with properties calculated with the ωB97M-V functional and the def2-TZVPD basis.

Cartesian coordinates (Å):
O1 -1.679 0.509 -2.943
O2 -0.818 1.312 -1.028
O3 -0.763 -0.985 -1.470
C1 -0.364 -0.641 -0.105
C2 0.171 0.729 -0.223
C3 -1.135 0.282 -1.923
C4 0.659 0.604 1.280
C5 0.724 -0.923 0.977
H1 1.618 -1.363 0.529
H2 0.466 -1.673 1.727
H3 -1.307 -0.545 0.437
H4 -0.132 0.814 2.028
H5 1.058 0.673 -0.827
H6 1.502 1.208 1.542

## Properties
SMILES: O=C1O[C@H]2CC[C@@H]2O1
Gap between HOMO and LUMO: 0.4318 Ha
HOMO: -10.89 eV
LUMO: 0.9 eV
Multiplicity: 1

<Q>
Below is 2 unconnected molecules or ions with the total composition C5H6O3, with properties calculated with the ωB97M-V functional and the def2-TZVPD basis.

Cartesian coordinates (Å):
O1 -3.092 0.077 0.074
O2 1.401 1.771 -0.096
O3 -0.882 -0.958 -0.102
C1 -1.710 0.228 -0.005
C2 0.367 -0.407 0.076
C3 -1.030 1.359 -0.139
C4 1.529 -1.237 -0.100
C5 0.317 0.926 -0.089
H1 2.084 1.123 1.354
H2 2.006 -1.884 0.734
H3 -1.658 2.318 -0.433
H4 1.595 -1.874 -1.038
H5 2.405 -0.643 -0.210
H6 -3.330 -0.799 -0.026

## Properties
Gap between HOMO and LUMO: 0.2184 Ha
HOMO: -7.87 eV
LUMO: -1.9 eV
Multiplicity: 1

<R>
Below is a single C5H6O3 molecule, with properties calculated with the ωB97M-V functional and the def2-TZVPD basis.

Cartesian coordinates (Å):
O1 -1.747 1.344 1.045
O2 -0.838 -0.794 0.710
O3 1.952 1.293 0.354
C1 1.758 0.138 0.237
C2 0.212 -1.521 0.466
C3 -0.765 0.862 -1.164
C4 -0.856 0.472 0.276
C5 1.546 -1.154 0.191
H1 -1.327 1.272 1.934
H2 -0.077 -2.597 0.504
H3 -1.703 1.198 -1.635
H4 0.030 1.598 -1.336
H5 -0.474 -0.047 -1.642
H6 2.290 -2.062 0.060

## Properties
Gap between HOMO and LUMO (alpha / beta): 0.2877 / 0.2442 Ha
HOMO (alpha / beta): -7.29 / -6.45 eV
LUMO (alpha / beta): 0.5 / 0.2 eV
Multiplicity: 1

Short version: <P> is the most stable of them.

<P>
Below is a single C5H6O3 molecule, with properties calculated with the ωB97M-V functional and the def2-TZVPD basis.

Cartesian coordinates (Å):
O1 0.941 -1.379 -0.227
O2 1.295 0.797 0.119
O3 -1.505 -1.307 -0.001
C1 -2.101 -0.048 -0.095
C2 -1.299 1.006 0.054
C3 1.991 -0.218 -0.010
C4 0.012 0.533 -0.268
C5 -0.050 -0.806 0.341
H1 2.460 -0.060 -1.011
H2 2.704 -0.229 0.863
H3 -3.153 -0.102 -0.073
H4 0.057 -0.592 1.455
H5 0.084 0.165 -1.225
H6 -1.435 2.241 0.079

## Properties
SMILES: C1=C[C@H]2OCO[C@@H]2O1
Gap between HOMO and LUMO: 0.3615 Ha
HOMO: -8.92 eV
LUMO: 0.9 eV
Multiplicity: 1

<Q>
Below is a single C5H6O3 molecule, with properties calculated with the ωB97M-V functional and the def2-TZVPD basis.

Cartesian coordinates (Å):
O1 -1.988 0.168 -1.066
O2 1.135 -0.983 -0.770
O3 0.061 0.864 1.385
C1 0.380 -1.448 0.336
C2 -0.441 -0.337 0.871
C3 0.487 0.502 -0.863
C4 0.948 1.237 0.346
C5 -0.970 0.071 -0.343
H1 -0.884 -0.748 1.939
H2 1.255 -1.960 0.897
H3 1.076 0.917 -1.815
H4 -0.453 -2.150 -0.124
H5 0.952 2.482 0.145
H6 1.964 0.914 0.490

## Properties
SMILES: O=C1[C@H]2CO[C@@H]1CO2
Gap between HOMO and LUMO: 0.3678 Ha
HOMO: -9.57 eV
LUMO: 0.4 eV
Multiplicity: 1

Short version: <Q> is the most stable of them.

<P>
Below is a single C5H6O3 molecule, with properties calculated with the ωB97M-V functional and the def2-TZVPD basis.

Cartesian coordinates (Å):
O1 0.831 0.915 -1.609
O2 0.795 -0.625 1.573
O3 -2.299 -0.720 1.246
C1 0.424 0.435 0.742
C2 1.435 0.839 -0.138
C3 -0.525 -0.383 -0.360
C4 -1.642 -1.034 0.044
C5 -0.167 -0.092 -1.537
H1 -2.407 -1.611 -0.697
H2 1.769 2.004 0.078
H3 -0.301 1.279 1.186
H4 0.207 -0.499 2.569
H5 -0.472 -0.525 -2.578
H6 2.353 0.016 -0.520

## Properties
SMILES: O=CC1=COC[C@@H]1O
Gap between HOMO and LUMO: 0.3450 Ha
HOMO: -9.53 eV
LUMO: -0.1 eV
Multiplicity: 1

<Q>
Below is a molecular structure, C5H6O3, with properties calculated with the ωB97M-V functional and the def2-TZVPD basis.

Cartesian coordinates (Å):
O1 -0.684 -1.561 -0.066
O2 -0.282 1.605 0.056
O3 1.946 -0.914 -0.003
C1 0.116 0.570 0.964
C2 1.182 0.227 -0.049
C3 0.019 0.662 -0.979
C4 -1.023 -0.448 0.755
C5 -1.094 -0.364 -0.690
H1 -2.005 -0.372 -1.267
H2 1.968 0.964 0.002
H3 -1.815 -0.605 1.486
H4 0.151 0.990 -2.027
H5 0.210 0.868 2.010
H6 1.311 -1.622 -0.192

## Properties
Gap between HOMO and LUMO: 0.3941 Ha
HOMO: -9.80 eV
LUMO: 0.9 eV
Multiplicity: 1

<R>
Below is a molecular structure, C5H6O3, with properties calculated with the ωB97M-V functional and the def2-TZVPD basis.

Cartesian coordinates (Å):
O1 1.241 0.561 -0.660
O2 -0.084 -0.372 1.365
O3 -2.517 -0.115 -0.830
C1 0.321 1.429 -0.130
C2 -0.136 -1.160 0.122
C3 -1.521 -0.196 -0.147
C4 -0.803 0.606 0.628
C5 1.158 -0.881 -0.565
H1 1.430 -1.396 -1.676
H2 0.843 1.938 0.907
H3 -1.387 1.203 1.366
H4 -0.141 2.169 -0.904
H5 1.937 -1.500 0.273
H6 -0.342 -2.286 0.250

## Properties
Gap between HOMO and LUMO: 0.3741 Ha
HOMO: -9.62 eV
LUMO: 0.6 eV
Multiplicity: 1

Short version: <Q> is the most stable of them.

<P>
Below is a single C5H6O3 molecule, with properties calculated with the ωB97M-V functional and the def2-TZVPD basis.

Cartesian coordinates (Å):
O1 2.152 1.314 0.977
O2 -1.110 -0.938 -0.725
O3 1.918 -1.796 -0.546
C1 0.053 -0.292 -1.145
C2 -1.062 0.412 -0.344
C3 1.745 0.398 0.375
C4 1.322 -0.553 -0.423
C5 -1.149 0.698 1.129
H1 -0.743 1.685 1.342
H2 -1.673 1.066 -0.964
H3 -0.613 -0.056 1.700
H4 1.217 -2.459 -0.591
H5 -2.193 0.695 1.441
H6 0.136 -0.174 -2.225

## Properties
SMILES: C[C@@H]1O[C@@H]1C(O)=C=O
Gap between HOMO and LUMO: 0.3369 Ha
HOMO: -8.65 eV
LUMO: 0.5 eV
Multiplicity: 1

<Q>
Below is a molecular structure, C5H6O3, with properties calculated with the ωB97M-V functional and the def2-TZVPD basis.

Cartesian coordinates (Å):
O1 -1.913 -0.797 -0.435
O2 2.339 -0.325 -0.059
O3 0.516 1.622 0.016
C1 -1.199 0.379 -0.177
C2 -0.044 0.547 0.885
C3 0.101 0.763 -1.052
C4 0.967 -0.504 0.571
C5 1.143 -0.466 -0.898
H1 -0.305 0.467 1.995
H2 0.832 -1.429 1.048
H3 -1.902 1.153 0.124
H4 0.194 1.344 -1.969
H5 1.151 -1.599 -1.381
H6 -1.880 -1.157 1.332

## Properties
Gap between HOMO and LUMO: 0.2660 Ha
HOMO: -9.84 eV
LUMO: -2.6 eV
Multiplicity: 1

<R>
Below is a single C5H6O3 molecule, with properties calculated with the ωB97M-V functional and the def2-TZVPD basis.

Cartesian coordinates (Å):
O1 0.960 -1.264 -0.329
O2 -1.182 -1.092 0.275
O3 0.137 0.833 -0.189
C1 2.797 0.613 0.248
C2 -2.779 0.668 -0.141
C3 -2.412 -0.561 0.193
C4 -0.008 -0.369 -0.177
C5 2.326 -0.593 -0.029
H1 -3.233 -1.429 0.053
H2 2.509 1.720 0.390
H3 3.904 0.616 0.212
H4 -3.768 1.008 0.029
H5 -2.217 1.440 -0.404
H6 2.966 -1.590 -0.130

## Properties
SMILES: C=COC(=O)OC=C
Gap between HOMO and LUMO: 0.3747 Ha
HOMO: -9.33 eV
LUMO: 0.9 eV
Multiplicity: 1

Short version: <P> is the most stable of them.

<P>
Below is a molecular structure, CH5N3OS, with properties calculated with the ωB97M-V functional and the def2-TZVPD basis.

Cartesian coordinates (Å):
S1 1.738 -0.035 -0.189
O1 -1.113 -1.895 -0.122
N1 -0.801 1.610 0.310
N2 -0.855 0.401 -0.476
N3 0.630 -0.813 0.749
C1 -0.437 -0.816 -0.034
H1 -0.164 2.425 -0.055
H2 -0.379 1.199 1.191
H3 2.034 -0.703 -1.232
H4 0.991 -1.850 0.875
H5 -1.644 0.478 -1.016

## Properties
Gap between HOMO and LUMO: 0.3590 Ha
HOMO: -9.13 eV
LUMO: 0.6 eV
Multiplicity: 1

<Q>
Below is a single CH5N3OS molecule, with properties calculated with the ωB97M-V functional and the def2-TZVPD basis.

Cartesian coordinates (Å):
S1 2.335 -0.238 -0.508
O1 2.555 0.423 0.808
N1 0.845 -0.939 -0.474
N2 -1.168 1.403 -0.463
N3 -1.235 0.169 0.007
C1 -0.136 -0.386 0.585
H1 0.644 0.392 0.978
H2 0.508 -1.022 -1.442
H3 -2.037 1.634 -0.996
H4 -0.176 -1.155 1.327
H5 -2.134 -0.280 0.178

## Properties
Gap between HOMO and LUMO (alpha / beta): 0.2948 / 0.2936 Ha
HOMO (alpha / beta): -8.04 / -7.50 eV
LUMO (alpha / beta): 0.0 / 0.5 eV
Multiplicity: 1

Short version: <P> is the most stable of them.